# C2HCl3

A single C2HCl3 molecule (ωB97M-V with the def2-TZVPD basis set, OMol25).

```
6
Properties=species:S:1:pos:R:3:lowdin_charge:R:1
C 0.644 -0.904 -0.003 -0.696
C -0.421 -0.111 -0.003 -1.245
H 0.541 -1.959 0.015 0.053
Cl 2.254 -0.338 0.000 0.631
Cl -2.008 -0.790 0.000 0.624
Cl -0.357 1.602 0.001 0.633
```

Computed properties:
Charge: 0
LUMO level (eV): 0.763
Multiplicity: 1
HOMO energy (eV): -9.54
Relative energy (zero: lowest compared OMol25 entry of this formula, charge and spin) (kJ/mol): 0.0